Record 1
ORCA calculation (wB97M-V/def2-TZVPD) on 2 unconnected molecules or ions with the total composition CH4FNS in a non-equilibrium geometry.

Summary:
- E_HOMO (eV) = -9.185
- HOMO-LUMO gap (eV) = 7.3419
- ΔE to the lowest compared entry with this formula, charge and spin (kcal per mole) = 41.29
- LUMO (eV) = -1.84
- E_tot (Eh) = -593.23902

```
! wB97M-V def2-TZVPD RIJCOSX def2/J DEFGRID3
* xyz 0 1
C 0.21 0.15 0.11
N -0.05 -0.25 -1.23
S 0.22 -1.66 -1.81
H 0.86 1.03 0.08
H -0.74 0.48 0.54
H 0.66 -0.62 0.74
F -2.46 -0.17 -1.54
H -1.52 -0.01 -1.63
*
```

Record 2
ORCA calculation (wB97M-V/def2-TZVPD) on a molecular structure, C28H28InN7O6PS.

Summary:
- E_HOMO (eV) = -6.062
- HOMO-LUMO gap (eV) = 7.7978
- ΔE to the lowest compared entry with this formula, charge and spin (kcal per mole) = 26.33
- LUMO (eV) = 1.74
- E_tot (Eh) = -2848.38819

```
! wB97M-V def2-TZVPD RIJCOSX def2/J DEFGRID3
* xyz -1 1
In -2.11 1.94 -0.79
N -2.22 1.32 1.40
C -0.96 1.53 2.11
C -1.13 1.64 3.62
C -1.35 0.34 4.39
C -0.10 -0.54 4.49
N 0.31 -1.25 3.27
C -0.37 -2.24 2.70
N -0.07 -2.62 1.47
N -1.33 -2.90 3.37
C -0.23 2.77 1.52
O 0.70 3.23 2.17
O -0.60 3.13 0.36
H -2.91 2.06 1.60
H -2.69 0.43 1.56
H -0.27 0.72 1.83
H -1.99 2.30 3.78
H -0.25 2.15 4.03
H -2.18 -0.22 3.96
H -1.63 0.58 5.41
H -0.23 -1.29 5.28
H 0.75 0.07 4.78
H 0.98 -0.79 2.68
H 0.47 -2.02 0.86
H -0.62 -3.33 1.02
H -1.60 -2.60 4.29
H -1.95 -3.51 2.87
O -4.29 3.26 1.08
S -4.55 2.96 -0.33
O -5.87 3.33 -0.79
O -4.25 1.47 -0.56
O -3.44 3.60 -1.17
C 2.01 -3.93 -0.89
C 1.23 -3.41 -1.90
C 0.98 -2.04 -1.97
C 1.51 -1.17 -1.01
C 2.27 -1.72 0.03
C 2.54 -3.08 0.08
P 1.04 0.59 -0.85
C 2.63 1.50 -0.98
C 2.52 2.89 -0.91
C 3.65 3.69 -1.02
C 4.90 3.12 -1.19
C 5.02 1.74 -1.24
C 3.89 0.93 -1.14
C 0.31 1.01 -2.49
C 1.03 0.76 -3.66
C 0.45 0.95 -4.90
C -0.87 1.40 -4.97
C -1.57 1.68 -3.81
C -0.98 1.51 -2.55
H 2.19 -5.00 -0.83
H 0.80 -4.06 -2.65
H 0.36 -1.65 -2.76
H 2.67 -1.06 0.79
H 3.15 -3.48 0.88
H 1.55 3.34 -0.74
H 3.55 4.77 -0.97
H 5.78 3.74 -1.29
H 5.99 1.28 -1.37
H 4.00 -0.14 -1.19
H 2.05 0.39 -3.60
H 1.00 0.74 -5.81
H -1.35 1.54 -5.94
H -2.59 2.06 -3.87
N -1.93 -0.97 -1.12
C -2.15 -2.11 -1.19
C -2.33 -3.50 -1.14
C -2.82 -4.04 0.07
N -3.14 -4.44 1.11
C -1.88 -4.33 -2.19
N -1.50 -5.02 -3.04
*
```

Record 3
ORCA calculation (wB97M-V/def2-TZVPD) on C3H3ClN2S in the gas phase in a non-equilibrium geometry.

Summary:
- E_HOMO (eV) = -7.970
- HOMO-LUMO gap (eV) = 8.2110
- ΔE to the lowest compared entry with this formula, charge and spin (kcal per mole) = 100.37
- LUMO (eV) = 0.24
- E_tot (Eh) = -1083.84657

```
! wB97M-V def2-TZVPD RIJCOSX def2/J DEFGRID3
* xyz 0 1
C 0.43 -1.75 0.01
C 2.14 -0.16 -0.67
C -0.72 0.57 0.04
N 1.47 -1.06 -0.07
N -1.68 1.52 -0.08
S -1.16 -1.04 0.25
Cl 3.05 0.95 0.21
H 0.65 -2.81 0.26
H -1.47 2.49 0.16
H -2.70 1.29 -0.10
*
```

Record 4
ORCA calculation (wB97M-V/def2-TZVPD) on 2 unconnected molecules or ions with the total composition ClH4NSi in a non-equilibrium geometry.

Summary:
- E_HOMO (eV) = -9.200
- HOMO-LUMO gap (eV) = 9.1677
- ΔE to the lowest compared entry with this formula, charge and spin (kcal per mole) = 85.12
- LUMO (eV) = -0.03
- E_tot (Eh) = -806.76277

```
! wB97M-V def2-TZVPD RIJCOSX def2/J DEFGRID3
* xyz 0 1
N -1.84 0.93 0.70
Si -0.80 -0.11 0.12
H -2.32 1.10 1.50
H -1.06 -0.40 -1.30
H 0.40 -0.52 0.92
Cl 4.84 -0.59 -0.46
H 4.36 -0.85 0.76
*
```

Record 5
ORCA calculation (wB97M-V/def2-TZVPD) on a molecular structure, C35H47Ge2N7O5V in a non-equilibrium geometry.

Summary:
- E_HOMO (spin up / spin down) (eV) = -6.455 / -5.476
- HOMO-LUMO gap (spin up / spin down) (eV) = 6.3871 / 5.4083
- expectation value of S² = 0.79
- ΔE to the lowest compared entry with this formula, charge and spin (kcal per mole) = 0.00
- LUMO (spin up / spin down) (eV) = -0.07 / -0.07
- E_tot (Eh) = -7219.26204

```
! wB97M-V def2-TZVPD RIJCOSX def2/J DEFGRID3
* xyz 0 2
V 0.61 0.25 0.18
O -2.42 4.84 -2.53
C -1.83 3.84 -1.83
C -1.54 3.95 -0.47
C -0.92 2.89 0.17
N -0.58 1.78 -0.48
C -0.95 1.65 -1.76
C -1.54 2.66 -2.49
C -0.73 0.31 -2.36
O -0.60 0.14 -3.55
O -0.70 -0.71 -1.48
C -0.62 2.87 1.66
O -0.74 3.91 2.30
O -0.36 1.70 2.07
H -2.57 5.59 -1.96
H -1.78 4.82 0.12
H -1.79 2.51 -3.54
C 0.68 -4.84 -1.45
C -0.30 -3.70 -1.12
Ge -0.26 -2.30 -2.48
C -1.72 -2.60 -3.73
C -1.95 -4.08 -4.05
C 1.49 -2.18 -3.24
C 2.52 -1.36 -3.01
Ge 2.51 0.06 -1.58
C 2.62 1.87 -2.46
C 3.96 2.60 -2.58
C 4.23 -0.20 -0.60
C 5.56 -0.38 -1.34
C 3.74 -1.57 -3.85
C 4.37 -2.81 -3.89
C 5.51 -3.00 -4.67
C 6.01 -1.96 -5.44
C 5.37 -0.73 -5.41
C 4.25 -0.54 -4.62
H 0.66 -5.61 -0.68
H 1.70 -4.47 -1.54
H 0.43 -5.32 -2.40
H -0.05 -3.26 -0.16
H -1.32 -4.08 -1.03
H -1.51 -2.03 -4.64
H -2.61 -2.16 -3.28
H -1.12 -4.49 -4.64
H -2.86 -4.22 -4.64
H -2.05 -4.69 -3.16
H 1.62 -2.93 -4.03
H 1.97 2.48 -1.83
H 2.11 1.81 -3.42
H 4.53 2.54 -1.65
H 3.81 3.66 -2.80
H 4.60 2.20 -3.36
H 4.07 -1.07 0.06
H 4.30 0.66 0.07
H 5.58 -1.30 -1.93
H 6.40 -0.43 -0.63
H 5.76 0.44 -2.02
H 3.99 -3.62 -3.28
H 6.00 -3.97 -4.68
H 6.89 -2.11 -6.05
H 5.75 0.09 -6.01
H 3.76 0.43 -4.60
N 3.02 1.64 3.14
C 3.02 2.86 2.51
C 2.40 2.67 1.32
N 2.00 1.36 1.21
C 2.40 0.76 2.32
C 2.23 -0.66 2.37
N 1.66 -1.25 1.33
C 1.81 -2.60 1.54
C 2.46 -2.82 2.72
N 2.72 -1.57 3.24
H 3.37 1.46 4.07
H 3.43 3.74 2.97
H 2.17 3.39 0.55
H 1.48 -3.33 0.83
H 2.76 -3.73 3.21
H 3.18 -1.39 4.12
C -1.83 -2.45 1.59
C -3.02 -2.85 2.50
N -3.56 -1.67 3.17
C -2.52 -1.12 4.04
C -1.21 -0.87 3.25
N -1.45 -1.05 1.80
C -2.61 -0.22 1.40
C -3.89 -0.68 2.14
H -2.10 -2.56 0.54
H -0.96 -3.08 1.78
H -2.70 -3.56 3.27
H -3.81 -3.32 1.92
H -2.36 -1.82 4.86
H -2.89 -0.19 4.47
H -0.44 -1.60 3.53
H -0.82 0.13 3.41
H -2.72 -0.30 0.31
H -2.36 0.81 1.64
H -4.61 -1.13 1.46
H -4.38 0.17 2.62
*
```

Record 6
ORCA calculation (wB97M-V/def2-TZVPD) on 10 unconnected molecules or ions with the total composition C50H78BClN3O31P2 in a non-equilibrium geometry.

Summary:
- E_HOMO (eV) = -10.977
- HOMO-LUMO gap (eV) = 7.5969
- LUMO (eV) = -3.38
- E_tot (Eh) = -5616.46412

```
! wB97M-V def2-TZVPD RIJCOSX def2/J DEFGRID3
* xyz 1 1
C 2.01 -1.30 -0.91
C 0.74 -2.08 -0.59
C 0.93 -2.71 0.80
C -0.52 -1.21 -0.54
C -0.74 -0.23 -1.72
C -0.81 1.29 -1.42
B -1.81 1.90 -2.52
N -2.89 2.83 -2.17
O -1.61 1.53 -3.83
C -1.14 1.73 -0.05
C -2.20 1.23 0.85
C -3.40 2.23 0.93
C -4.71 1.65 0.39
N -5.53 0.88 1.32
C -5.01 -0.46 1.63
C -4.79 -1.38 0.44
C -3.74 -2.30 0.53
C -3.49 -3.20 -0.51
C -4.28 -3.17 -1.65
C -5.33 -2.26 -1.75
C -5.58 -1.36 -0.71
O -6.61 -0.46 -0.90
N -0.36 2.69 0.36
C 0.63 3.17 -0.61
C 0.19 4.53 -1.25
C -1.16 5.07 -0.81
C -1.78 6.05 -1.82
Cl -0.94 5.91 0.78
P 2.37 3.55 0.05
C 3.19 1.95 0.42
O 2.00 4.09 1.57
C 0.61 1.97 -1.57
P 1.40 2.10 -3.20
O 1.93 0.80 -3.66
H 2.15 -0.53 -0.15
H 2.00 -0.81 -1.88
H 2.88 -1.95 -0.86
H 0.62 -2.89 -1.30
H 0.39 -3.64 0.90
H 1.99 -2.90 0.96
H 0.63 -2.03 1.60
H -0.57 -0.75 0.44
H -1.35 -1.91 -0.58
H 0.06 -0.37 -2.44
H -1.65 -0.53 -2.24
H -3.78 2.34 -2.15
H -2.95 3.51 -2.93
H -2.20 0.83 -4.13
H -1.76 1.13 1.84
H -2.54 0.26 0.52
H -3.16 3.08 0.30
H -3.51 2.62 1.94
H -5.32 2.50 0.08
H -4.50 1.09 -0.52
H -5.51 1.39 2.20
H -5.77 -0.93 2.26
H -4.11 -0.45 2.24
H -3.12 -2.31 1.41
H -2.69 -3.92 -0.41
H -4.12 -3.87 -2.46
H -5.96 -2.21 -2.63
H -7.16 -0.48 -0.11
H -0.45 3.10 1.27
H 0.22 4.51 -2.34
H 0.92 5.27 -0.95
H -1.89 4.30 -0.62
H -1.69 7.08 -1.49
H -2.84 5.84 -1.90
H -1.34 5.93 -2.80
H 4.24 2.18 0.57
H 2.81 1.49 1.33
H 3.12 1.26 -0.41
H 1.93 3.29 2.11
H 1.25 1.22 -1.10
H 2.42 3.06 -3.02
H 0.52 2.71 -4.12
C 0.88 -7.78 -1.81
C 1.47 -7.30 -0.49
O 1.04 -5.93 -0.45
C -0.06 -5.81 -1.22
O -0.75 -4.84 -1.26
O -0.27 -6.93 -1.94
H 0.58 -8.82 -1.80
H 1.55 -7.60 -2.65
H 1.05 -7.83 0.37
H 2.55 -7.37 -0.46
C 0.43 4.54 4.97
C 1.57 5.43 4.54
O 2.43 5.40 5.69
C 2.17 4.27 6.39
O 2.81 3.89 7.31
O 1.07 3.65 5.90
H -0.01 3.98 4.15
H -0.36 5.08 5.49
H 2.11 5.02 3.69
H 1.26 6.44 4.31
C -3.05 -4.14 -5.97
C -3.56 -5.27 -6.84
O -3.81 -6.30 -5.89
C -4.02 -5.73 -4.68
O -4.41 -6.29 -3.72
O -3.70 -4.40 -4.72
H -3.32 -3.15 -6.34
H -1.97 -4.18 -5.81
H -4.49 -5.02 -7.35
H -2.83 -5.60 -7.58
C -3.38 7.91 7.32
C -1.99 7.41 7.64
O -1.89 6.23 6.82
C -2.76 6.38 5.79
O -2.79 5.66 4.83
O -3.57 7.43 5.98
H -3.47 8.99 7.36
H -4.15 7.47 7.96
H -1.21 8.11 7.35
H -1.86 7.15 8.68
C 5.25 -1.58 -4.79
C 5.02 -0.58 -3.68
O 5.77 -1.14 -2.60
C 6.73 -1.95 -3.12
O 7.62 -2.44 -2.51
O 6.53 -2.12 -4.45
H 5.27 -1.13 -5.78
H 4.51 -2.39 -4.78
H 5.43 0.41 -3.91
H 3.97 -0.48 -3.41
C 1.64 5.98 9.73
C 1.94 6.43 11.15
O 1.38 7.75 11.18
C 0.43 7.83 10.23
O -0.33 8.74 10.10
O 0.45 6.74 9.43
H 1.44 4.92 9.64
H 2.42 6.27 9.03
H 1.42 5.81 11.89
H 3.00 6.45 11.38
C 8.43 -5.59 -4.96
C 7.64 -5.75 -3.69
O 6.55 -6.59 -4.10
C 6.95 -7.28 -5.20
O 6.34 -8.17 -5.69
O 8.13 -6.80 -5.66
H 9.50 -5.49 -4.79
H 8.09 -4.74 -5.56
H 8.20 -6.26 -2.91
H 7.27 -4.80 -3.30
C 10.30 -7.96 0.77
C 8.97 -7.27 0.55
O 9.06 -6.87 -0.83
C 9.95 -7.69 -1.45
O 10.12 -7.73 -2.62
O 10.61 -8.45 -0.54
H 10.25 -8.78 1.47
H 11.09 -7.27 1.08
H 8.12 -7.94 0.66
H 8.83 -6.40 1.19
C -9.68 0.37 -3.24
C -9.48 0.95 -1.85
O -9.93 2.29 -2.01
C -10.79 2.33 -3.07
O -11.46 3.26 -3.36
O -10.76 1.15 -3.74
H -9.93 -0.68 -3.23
H -8.81 0.53 -3.88
H -10.10 0.45 -1.10
H -8.44 0.94 -1.53
*
```

Record 7
ORCA calculation (wB97M-V/def2-TZVPD) on a molecular structure, C4H19B3Be2Cl9 in a non-equilibrium geometry.

Summary:
- E_HOMO (eV) = -13.033
- HOMO-LUMO gap (eV) = 4.0183
- ΔE to the lowest compared entry with this formula, charge and spin (kcal per mole) = 100.94
- LUMO (eV) = -9.01
- E_tot (Eh) = -4408.72339

```
! wB97M-V def2-TZVPD RIJCOSX def2/J DEFGRID3
* xyz 1 1
Be -0.40 -1.81 -1.57
Be 2.52 -1.63 1.23
B -2.72 -1.81 -2.44
H -2.60 -2.67 -1.81
H -3.72 -1.73 -2.84
H -2.52 -0.90 -1.90
H -1.99 -1.89 -3.23
B 1.62 -3.16 -0.69
H 2.44 -3.69 -0.22
H 2.02 -2.26 -1.13
H 1.08 -3.81 -1.36
H 0.94 -2.92 0.11
B 0.51 -0.25 0.33
H 0.85 0.61 0.87
H 0.29 -1.11 0.94
H -0.39 0.06 -0.19
H 1.19 -0.55 -0.45
C 0.74 3.77 0.26
Cl 2.23 4.02 1.15
Cl 1.10 3.57 -1.49
Cl -0.39 5.12 0.53
H 0.35 2.82 0.62
C 5.04 1.78 -1.05
Cl 4.26 2.84 -2.28
Cl 3.82 0.64 -0.30
H 5.79 1.21 -1.60
H 5.55 2.41 -0.32
C -1.55 1.79 2.83
Cl -2.76 2.73 1.97
Cl -0.19 2.76 3.54
H -1.89 1.20 3.68
H -1.17 1.14 2.04
C -4.11 -1.80 0.92
Cl -4.56 -0.18 1.55
Cl -2.34 -2.01 1.04
H -4.70 -2.59 1.39
H -4.34 -1.71 -0.14
*
```

Record 8
ORCA calculation (wB97M-V/def2-TZVPD) on C6H10O in the gas phase in a non-equilibrium geometry.

Summary:
- E_HOMO (eV) = -9.737
- HOMO-LUMO gap (eV) = 10.8958
- ΔE to the lowest compared entry with this formula, charge and spin (kcal per mole) = 17.09
- LUMO (eV) = 1.16
- E_tot (Eh) = -309.81513

```
! wB97M-V def2-TZVPD RIJCOSX def2/J DEFGRID3
* xyz 0 1
C 1.33 0.17 1.66
C 0.93 0.24 0.20
O 0.85 -1.05 -0.36
C 0.04 -0.96 -1.50
C -1.09 0.06 -1.15
C -1.64 -0.06 0.24
C -0.46 0.83 -0.02
H 2.29 -0.33 1.79
H 0.56 -0.38 2.22
H 1.40 1.18 2.07
H 1.67 0.82 -0.37
H 0.52 -0.44 -2.34
H -0.15 -2.00 -1.79
H -1.63 0.62 -1.92
H -1.48 -1.03 0.69
H -2.58 0.44 0.50
H -0.55 1.90 0.07
*
```

What is the formula in the second record?
C28H28InN7O6PS